142
Properties=species:S:1:pos:R:3:lowdin_charge:R:1 method="wB97M-V/def2-TZVPD" de_lowest_kcal_mol=18.8 charge=-1 multiplicity=1
As -0.060 0.449 -0.036 0.77
F -0.727 -0.397 1.353 -0.26
F -1.477 0.210 -1.005 -0.24
F 0.865 1.195 -1.300 -0.24
F 1.335 0.711 1.007 -0.26
F 0.651 -1.060 -0.564 -0.25
F -0.807 1.921 0.496 -0.23
O -7.678 3.746 -0.616 -0.29
S -6.431 4.425 -0.377 0.58
O -6.237 5.174 0.829 -0.28
O -5.229 3.383 -0.569 -0.26
C -5.390 2.105 0.096 -0.24
C -4.231 1.203 -0.314 -0.07
C -6.089 5.508 -1.767 -0.11
H -6.348 1.699 -0.227 0.11
H -5.390 2.212 1.183 0.10
H -4.027 1.304 -1.377 0.08
H -4.609 0.191 -0.141 0.08
H -3.366 1.344 0.325 0.05
H -6.169 4.895 -2.659 0.07
H -5.103 5.936 -1.622 0.07
H -6.881 6.246 -1.678 0.07
O 2.587 3.338 2.633 -0.27
S 1.951 2.613 3.692 0.63
O 2.531 1.492 4.362 -0.28
O 1.741 3.720 4.882 -0.26
C 1.174 4.959 4.502 -0.30
C 0.102 5.372 5.491 -0.07
C 0.226 2.275 3.293 -0.12
H 0.732 5.010 3.504 0.12
H 1.942 5.738 4.502 0.12
H -0.842 4.819 5.416 0.06
H -0.120 6.435 5.407 0.08
H 0.374 5.161 6.531 0.08
H 0.183 1.244 2.959 0.03
H -0.059 2.983 2.524 0.07
H -0.360 2.432 4.191 0.04
O -5.085 2.116 3.743 -0.26
S -3.711 1.862 4.035 0.58
O -2.703 2.779 3.602 -0.28
O -3.624 1.692 5.621 -0.24
C -2.309 1.558 6.176 -0.28
C -2.435 1.115 7.622 -0.05
C -3.214 0.264 3.443 -0.10
H -1.751 2.487 6.038 0.10
H -1.696 0.836 5.618 0.10
H -1.465 0.775 7.989 0.08
H -3.066 0.232 7.703 0.08
H -2.750 1.982 8.198 0.08
H -3.730 0.019 2.518 0.07
H -3.417 -0.506 4.187 0.08
H -2.142 0.277 3.260 0.04
O 4.123 -2.933 5.862 -0.30
S 4.001 -2.753 4.440 0.58
O 4.593 -3.700 3.553 -0.27
O 2.446 -2.640 4.095 -0.28
C 1.486 -2.282 5.131 -0.22
C 0.258 -1.729 4.402 -0.05
C 4.548 -1.084 3.948 -0.07
H 1.932 -1.579 5.831 0.11
H 1.243 -3.239 5.588 0.12
H -0.306 -1.231 5.198 0.07
H -0.259 -2.600 4.013 0.06
H 0.486 -1.010 3.618 0.07
H 4.085 -0.403 4.651 0.05
H 4.116 -1.117 2.954 0.04
H 5.631 -1.098 3.975 0.08
O 2.792 5.274 -6.079 -0.28
S 1.425 5.477 -5.695 0.59
O 0.360 5.391 -6.648 -0.27
O 1.066 4.498 -4.475 -0.27
C 1.631 3.171 -4.498 -0.25
C 2.713 3.047 -3.452 -0.07
C 1.296 6.986 -4.769 -0.12
H 2.041 2.964 -5.490 0.12
H 0.837 2.438 -4.363 0.12
H 3.524 3.750 -3.681 0.08
H 3.159 2.054 -3.471 0.07
H 2.378 3.398 -2.476 0.08
H 0.470 6.913 -4.068 0.07
H 1.106 7.833 -5.428 0.07
H 2.229 7.212 -4.258 0.07
O 6.506 0.687 0.522 -0.28
S 5.445 0.133 -0.264 0.59
O 5.738 -0.464 -1.535 -0.29
O 4.727 -0.920 0.706 -0.28
C 3.661 -1.747 0.173 -0.25
C 4.257 -3.095 -0.211 -0.05
C 4.173 1.379 -0.404 -0.10
H 3.093 -1.342 -0.661 0.09
H 3.003 -1.947 1.018 0.11
H 4.899 -3.481 0.576 0.08
H 4.773 -3.084 -1.173 0.07
H 3.434 -3.802 -0.372 0.08
H 4.287 1.934 0.534 0.07
H 3.175 0.968 -0.277 0.03
H 4.441 2.063 -1.201 0.06
O -1.316 -4.380 -3.945 -0.27
S -2.387 -3.513 -4.333 0.59
O -2.389 -2.997 -5.675 -0.28
O -3.735 -4.340 -4.075 -0.25
C -4.974 -3.811 -4.526 -0.29
C -5.840 -4.954 -5.052 -0.06
C -2.557 -2.173 -3.148 -0.09
H -4.776 -3.136 -5.367 0.11
H -5.507 -3.218 -3.781 0.12
H -6.909 -4.799 -4.938 0.07
H -5.582 -5.803 -4.406 0.08
H -5.580 -5.257 -6.062 0.08
H -2.240 -2.551 -2.182 0.07
H -3.575 -1.821 -3.290 0.07
H -1.860 -1.396 -3.445 0.04
O -1.619 -5.553 1.656 -0.29
S -0.371 -4.838 1.673 0.59
O 0.543 -4.974 2.766 -0.27
O 0.415 -5.211 0.333 -0.26
C -0.314 -5.878 -0.726 -0.26
C 0.672 -6.277 -1.798 -0.06
C -0.622 -3.116 1.355 -0.15
H -1.087 -5.192 -1.076 0.11
H -0.774 -6.788 -0.347 0.11
H 1.430 -5.514 -1.984 0.08
H 0.154 -6.359 -2.754 0.07
H 1.153 -7.211 -1.515 0.08
H -1.028 -2.910 0.372 0.06
H 0.259 -2.615 1.736 0.05
H -1.429 -2.746 1.996 0.07
O 3.434 -3.458 -4.642 -0.29
S 3.754 -2.328 -5.466 0.61
O 3.564 -2.357 -6.879 -0.27
O 2.902 -1.046 -4.946 -0.27
C 2.178 -1.188 -3.711 -0.24
C 0.766 -1.713 -4.008 -0.06
C 5.404 -1.742 -5.000 -0.09
H 2.085 -0.199 -3.264 0.10
H 2.689 -1.860 -3.025 0.10
H 0.768 -2.228 -4.967 0.09
H 0.046 -0.896 -4.088 0.07
H 0.404 -2.369 -3.219 0.07
H 5.324 -0.722 -4.655 0.06
H 6.079 -1.875 -5.846 0.06
H 5.759 -2.459 -4.262 0.06


108
Properties=species:S:1:pos:R:3:lowdin_charge:R:1 method="wB97M-V/def2-TZVPD" de_lowest_kcal_mol=143.4 multiplicity=1
C 0.024 2.623 -7.404 -0.08
C 0.099 1.317 -8.164 -0.48
C -1.364 1.087 -8.747 -0.05
O 0.995 1.495 -9.255 -0.05
H -0.883 2.760 -6.816 0.08
H 0.015 3.486 -8.070 0.08
H 0.904 2.794 -6.783 0.07
H 0.427 0.502 -7.519 0.13
H -2.055 0.779 -7.963 0.07
H -1.181 0.155 -9.283 0.06
H -1.717 1.919 -9.356 0.08
H 1.060 0.576 -9.524 0.08
C 4.385 7.333 -2.027 -0.06
C 5.799 6.743 -2.156 -0.44
C 6.647 7.530 -3.217 -0.06
O 6.464 6.912 -0.886 -0.07
H 3.644 6.547 -1.882 0.07
H 4.139 7.969 -2.878 0.07
H 4.372 8.010 -1.174 0.08
H 5.672 5.688 -2.400 0.13
H 7.671 7.221 -3.429 0.06
H 6.897 8.548 -2.917 0.08
H 6.167 7.409 -4.188 0.07
H 6.392 6.148 -0.309 0.08
C -0.984 -1.800 -1.851 -0.10
C -0.035 -0.907 -1.130 -0.43
C -0.619 0.332 -0.298 -0.03
O 0.626 -1.904 -0.318 -0.09
H -0.582 -2.465 -2.616 0.09
H -1.649 -1.100 -2.359 0.08
H -1.831 -2.263 -1.346 0.09
H 0.787 -0.558 -1.755 0.13
H 0.074 0.838 0.373 0.07
H -1.407 0.013 0.384 0.07
H -1.024 1.160 -0.880 0.07
H 0.358 -2.750 -0.686 0.06
C -7.579 0.243 -4.540 -0.06
C -7.548 0.812 -3.092 -0.45
C -6.566 1.978 -2.858 -0.06
O -8.861 1.373 -2.794 -0.08
H -7.753 0.981 -5.322 0.08
H -8.259 -0.605 -4.460 0.07
H -6.666 -0.288 -4.810 0.07
H -7.311 0.021 -2.380 0.12
H -6.983 2.975 -3.007 0.08
H -5.789 1.999 -3.622 0.07
H -6.235 1.921 -1.821 0.07
H -9.480 0.666 -2.598 0.08
C -0.181 -1.591 7.108 -0.06
C 1.355 -1.424 7.145 -0.50
C 2.042 -2.775 7.321 -0.06
O 1.775 -0.864 5.925 -0.07
H -0.481 -0.586 6.812 0.08
H -0.539 -1.813 8.113 0.08
H -0.479 -2.373 6.410 0.08
H 1.601 -0.574 7.781 0.14
H 1.711 -3.451 6.533 0.08
H 1.711 -3.198 8.270 0.08
H 3.126 -2.725 7.216 0.08
H 1.532 -1.426 5.186 0.09
C 7.956 2.093 5.880 -0.05
C 7.533 2.484 4.430 -0.55
C 7.658 1.373 3.464 -0.07
O 6.244 2.964 4.369 -0.04
H 8.929 1.603 5.916 0.08
H 7.180 1.517 6.385 0.07
H 7.792 3.004 6.457 0.07
H 8.160 3.340 4.180 0.14
H 7.067 0.468 3.607 0.09
H 8.660 1.028 3.717 0.07
H 7.597 1.771 2.451 0.09
H 5.588 2.264 4.418 0.09
C -2.906 -8.116 5.817 -0.07
C -3.532 -8.760 4.594 -0.44
C -3.650 -7.751 3.503 -0.10
O -2.600 -9.795 4.035 -0.07
H -2.823 -8.781 6.677 0.08
H -3.475 -7.292 6.248 0.08
H -1.934 -7.712 5.535 0.08
H -4.538 -9.036 4.911 0.13
H -3.961 -6.743 3.776 0.08
H -4.247 -8.072 2.649 0.07
H -2.724 -7.652 2.936 0.08
H -2.901 -10.177 3.208 0.07
C 1.170 6.869 6.634 -0.06
C 2.037 7.448 7.781 -0.51
C 1.761 8.943 8.073 -0.05
O 1.917 6.791 9.038 -0.04
H 1.254 5.792 6.490 0.07
H 1.444 7.401 5.723 0.08
H 0.137 7.088 6.903 0.07
H 3.012 7.396 7.297 0.12
H 2.606 9.198 8.712 0.08
H 0.765 9.137 8.471 0.08
H 1.879 9.454 7.117 0.07
H 2.166 5.883 8.851 0.08
C -5.147 -7.362 -9.333 -0.07
C -4.759 -8.168 -8.078 -0.48
C -3.951 -9.403 -8.640 -0.05
O -3.876 -7.417 -7.304 -0.06
H -5.769 -8.048 -9.907 0.07
H -4.305 -7.012 -9.930 0.08
H -5.692 -6.453 -9.078 0.08
H -5.637 -8.421 -7.483 0.14
H -3.163 -8.904 -9.203 0.08
H -4.621 -9.937 -9.314 0.07
H -3.703 -10.194 -7.932 0.08
H -3.027 -7.519 -7.740 0.08


114
Properties=species:S:1:pos:R:3:lowdin_charge:R:1 method="wB97M-V/def2-TZVPD" multiplicity=1
Cu -12.237 3.211 9.009 0.27
B -11.953 0.962 9.546 -0.38
H -11.710 -0.217 9.707 0.01
H -11.840 1.124 8.331 0.02
H -13.031 1.344 9.977 0.03
H -11.034 1.566 10.091 0.02
C -12.809 8.091 9.084 -0.11
O -12.215 7.155 8.224 -0.20
C -11.027 6.621 8.763 -0.22
C -10.315 5.775 7.727 -0.16
N -10.951 4.447 7.535 -0.05
C -10.136 3.623 6.600 -0.16
C -10.338 4.063 5.159 -0.19
O -11.736 4.276 4.939 -0.21
C -12.231 3.881 3.674 -0.10
H -13.723 8.447 8.612 0.10
H -12.151 8.942 9.291 0.10
H -13.079 7.647 10.056 0.08
H -11.231 6.022 9.667 0.11
H -10.338 7.420 9.077 0.13
H -9.304 5.586 8.091 0.13
H -10.314 6.351 6.796 0.13
H -11.729 4.680 6.906 0.09
H -10.392 2.573 6.739 0.11
H -9.072 3.702 6.839 0.13
H -9.935 3.363 4.430 0.12
H -9.838 5.032 5.015 0.12
H -12.461 2.814 3.654 0.09
H -11.542 4.145 2.865 0.09
H -13.146 4.447 3.493 0.09
C -10.981 4.024 12.077 -0.08
O -12.024 4.123 11.133 -0.25
C -13.178 4.783 11.584 -0.21
C -14.288 4.632 10.570 -0.18
N -13.810 4.928 9.228 -0.05
C -14.836 4.868 8.168 -0.16
C -15.353 3.480 7.835 -0.22
O -14.266 2.639 7.559 -0.22
C -14.691 1.393 7.036 -0.08
H -10.518 5.002 12.271 0.09
H -10.257 3.318 11.682 0.09
H -11.331 3.626 13.035 0.08
H -12.949 5.856 11.724 0.12
H -13.476 4.401 12.567 0.12
H -15.078 5.338 10.884 0.13
H -14.717 3.629 10.610 0.12
H -13.404 5.855 9.197 0.06
H -14.343 5.275 7.281 0.12
H -15.675 5.536 8.422 0.13
H -15.993 3.590 6.949 0.13
H -15.958 3.051 8.645 0.12
H -15.470 0.950 7.657 0.08
H -13.842 0.716 6.986 0.08
H -15.032 1.516 5.998 0.10
C -13.827 -4.125 9.785 -0.05
C -12.926 -2.916 9.830 -0.47
C -11.927 -2.898 8.676 -0.06
O -13.760 -1.750 9.771 -0.10
H -13.345 -4.995 10.227 0.08
H -14.108 -4.371 8.759 0.08
H -14.733 -3.902 10.352 0.07
H -12.332 -2.918 10.752 0.14
H -11.035 -2.320 8.924 0.06
H -12.380 -2.446 7.789 0.09
H -11.627 -3.905 8.378 0.08
H -13.173 -0.976 9.677 0.02
C -6.706 -0.440 9.436 -0.05
C -8.162 -0.780 9.663 -0.46
C -8.592 -0.608 11.117 -0.04
O -8.911 0.167 8.859 -0.09
H -6.412 0.508 9.885 0.08
H -6.481 -0.415 8.366 0.08
H -6.064 -1.228 9.844 0.08
H -8.351 -1.800 9.308 0.12
H -7.982 -1.216 11.792 0.08
H -9.624 -0.948 11.226 0.07
H -8.481 0.426 11.435 0.09
H -9.828 0.218 9.172 0.02
C -10.312 -0.846 4.456 -0.06
C -9.883 -0.958 5.891 -0.52
C -9.489 -2.389 6.238 -0.05
O -8.792 -0.073 6.110 -0.07
H -10.712 0.137 4.216 0.06
H -11.096 -1.557 4.190 0.08
H -9.442 -0.984 3.805 0.09
H -10.712 -0.668 6.557 0.12
H -9.165 -2.416 7.280 0.06
H -8.667 -2.694 5.591 0.09
H -10.353 -3.047 6.138 0.07
H -8.733 -0.022 7.084 0.04
C -12.126 -0.069 14.674 -0.06
C -12.564 0.549 13.374 -0.47
C -13.567 1.674 13.542 -0.05
O -11.390 1.060 12.689 -0.09
H -11.365 -0.821 14.458 0.08
H -12.972 -0.529 15.184 0.08
H -11.659 0.656 15.346 0.08
H -12.979 -0.224 12.712 0.14
H -13.876 2.092 12.588 0.06
H -13.090 2.448 14.157 0.08
H -14.437 1.339 14.116 0.08
H -11.610 1.054 11.743 0.00
C -16.417 0.567 10.781 -0.07
C -16.870 -0.864 11.003 -0.50
C -17.357 -1.475 9.691 -0.06
O -15.845 -1.643 11.586 -0.07
H -17.226 1.195 10.397 0.08
H -15.521 0.642 10.160 0.06
H -16.125 0.985 11.748 0.07
H -17.689 -0.805 11.727 0.13
H -16.592 -1.271 8.932 0.07
H -18.289 -1.008 9.363 0.07
H -17.497 -2.554 9.731 0.08
H -15.060 -1.611 10.993 0.04


115
Properties=species:S:1:pos:R:3:lowdin_charge:R:1 method="wB97M-V/def2-TZVPD" charge=-1 multiplicity=1
C 0.824 1.092 0.846 -0.10
C 0.246 0.528 -0.078 -0.26
Ga -0.214 -0.289 -1.936 0.04
Br -2.579 -0.890 -1.905 0.07
C 1.020 -1.947 -2.169 -0.34
C 0.267 -3.320 -1.920 -0.35
C 1.270 -4.525 -2.288 -0.14
H 1.541 1.480 1.608 0.01
H 0.078 0.762 -3.121 -0.07
H 1.401 -1.943 -3.240 0.04
H 1.896 -1.797 -1.469 0.05
H -0.636 -3.318 -2.594 0.07
H -0.052 -3.422 -0.845 0.09
H 2.300 -4.074 -2.433 0.06
H 1.358 -5.296 -1.476 0.04
H 0.894 -4.976 -3.251 0.06
C -6.888 -2.326 -1.090 -0.09
C -6.159 -3.231 -0.114 -0.33
O -4.991 -3.771 -0.717 -0.10
H -7.166 -2.880 -1.990 0.07
H -7.791 -1.910 -0.638 0.07
H -6.243 -1.503 -1.409 0.06
H -6.798 -4.064 0.185 0.10
H -5.868 -2.678 0.785 0.11
H -4.427 -3.028 -0.971 0.02
C -5.405 1.735 -3.596 -0.10
C -5.907 2.452 -2.359 -0.33
O -5.833 1.593 -1.231 -0.10
H -5.995 0.835 -3.783 0.07
H -5.460 2.383 -4.474 0.07
H -4.369 1.414 -3.460 0.05
H -6.949 2.752 -2.487 0.10
H -5.311 3.349 -2.159 0.11
H -4.905 1.339 -1.119 0.06
C -1.881 -8.149 -0.660 -0.09
C -0.839 -7.062 -0.836 -0.32
O 0.393 -7.460 -0.233 -0.11
H -2.045 -8.355 0.400 0.07
H -2.831 -7.855 -1.112 0.08
H -1.548 -9.084 -1.118 0.06
H -1.165 -6.137 -0.360 0.12
H -0.661 -6.859 -1.897 0.10
H 0.679 -8.273 -0.667 0.08
C 4.483 3.198 0.052 -0.08
C 3.971 3.914 1.285 -0.32
O 4.039 3.048 2.418 -0.10
H 3.894 2.298 -0.140 0.08
H 4.432 3.847 -0.824 0.07
H 5.520 2.877 0.193 0.07
H 2.931 4.213 1.149 0.09
H 4.564 4.811 1.492 0.11
H 4.961 2.795 2.537 0.08
C 0.717 3.586 5.286 -0.09
C 0.054 3.350 3.942 -0.32
O 0.492 4.324 3.004 -0.10
H 0.481 4.585 5.660 0.05
H 0.386 2.848 6.021 0.07
H 1.805 3.528 5.196 0.07
H -1.031 3.430 4.032 0.11
H 0.295 2.355 3.557 0.09
H 1.452 4.240 2.925 0.06
C 0.632 6.625 -1.867 -0.09
C 1.549 5.872 -0.923 -0.32
O 2.907 6.236 -1.158 -0.10
H 0.891 6.409 -2.906 0.08
H -0.412 6.350 -1.700 0.08
H 0.737 7.706 -1.728 0.06
H 1.455 4.796 -1.080 0.12
H 1.301 6.092 0.120 0.11
H 2.983 7.188 -1.008 0.05
C 0.738 1.196 -7.346 -0.10
C 0.674 -0.107 -6.572 -0.33
O -0.199 0.020 -5.460 -0.14
H 1.086 2.007 -6.702 0.08
H 1.414 1.111 -8.202 0.07
H -0.254 1.480 -7.709 0.07
H 1.661 -0.375 -6.193 0.11
H 0.316 -0.922 -7.211 0.10
H -1.073 0.248 -5.798 0.08
C 2.518 -6.791 3.225 -0.10
C 1.247 -5.994 3.447 -0.33
O 1.251 -4.826 2.639 -0.08
H 3.396 -6.186 3.464 0.07
H 2.530 -7.691 3.847 0.07
H 2.609 -7.088 2.177 0.07
H 1.169 -5.681 4.490 0.11
H 0.363 -6.591 3.199 0.11
H 1.311 -5.109 1.717 0.08
C -0.503 6.972 7.922 -0.09
C 0.223 6.069 8.901 -0.33
O 1.402 5.539 8.305 -0.09
H -0.769 6.421 7.018 0.07
H -1.414 7.379 8.368 0.07
H 0.138 7.802 7.613 0.07
H -0.412 5.230 9.190 0.11
H 0.502 6.619 9.806 0.10
H 1.964 6.283 8.059 0.08
C -0.998 -13.011 0.409 -0.10
C -1.440 -11.714 1.059 -0.32
O -2.568 -11.177 0.379 -0.09
H -0.745 -12.846 -0.641 0.08
H -0.128 -13.428 0.920 0.07
H -1.805 -13.749 0.430 0.07
H -0.640 -10.973 1.017 0.11
H -1.706 -11.876 2.109 0.11
H -3.277 -11.831 0.427 0.08
C 5.020 10.971 -2.660 -0.10
C 4.903 9.530 -2.200 -0.32
O 4.060 9.442 -1.055 -0.09
H 5.425 11.596 -1.862 0.07
H 5.670 11.050 -3.534 0.07
H 4.037 11.376 -2.916 0.07
H 5.882 9.137 -1.925 0.11
H 4.488 8.900 -2.993 0.11
H 3.192 9.783 -1.306 0.08


For each record above, in turn, the calculated E_HOMO values are -8.97 -9.96 -7.80 -4.85 eV.